{
  "formula": "C28H49BrFN4O7P2",
  "method": "ωB97M-V/def2-TZVPD",
  "charge": 1,
  "largest_force_ev_per_a": 8.68,
  "orbital_gap_ha": 0.247,
  "mol_weight_g_mol": 714.57,
  "elements": ["Br", "P", "P", "F", "O", "O", "O", "O", "O", "O", "O", "N", "N", "N", "N", "C", "C", "C", "C", "C", "C", "C", "C", "C", "C", "C", "C", "C", "C", "C", "C", "C", "C", "C", "C", "C", "C", "C", "C", "C", "C", "C", "C", "H", "H", "H", "H", "H", "H", "H", "H", "H", "H", "H", "H", "H", "H", "H", "H", "H", "H", "H", "H", "H", "H", "H", "H", "H", "H", "H", "H", "H", "H", "H", "H", "H", "H", "H", "H", "H", "H", "H", "H", "H", "H", "H", "H", "H", "H", "H", "H", "H"],
  "positions_angstrom": [[0.35190, -1.68170, 4.51925], [4.94402, -1.41995, -1.15016], [1.90894, 1.74188, 0.92733], [0.48633, 1.04181, 4.29390], [6.46436, -2.33758, -1.12758], [5.13157, -0.07155, -0.34394], [-4.77573, -4.10103, 3.02041], [-0.56144, -0.74782, -4.18696], [-2.74224, -4.32006, 1.75580], [-0.32210, 0.16122, -0.71787], [4.49034, -1.22197, -2.82059], [-2.07195, 5.58249, 1.93814], [2.17255, 1.89221, -0.65762], [0.17197, -0.87199, 2.84702], [-6.27058, 4.22930, -1.44676], [-1.18352, 5.21495, 0.78161], [-3.06707, 1.03977, 0.07707], [-6.10956, 2.94652, -0.63860], [0.17430, 1.16962, 1.44868], [0.01610, -1.45724, 1.42672], [-2.26511, 4.47994, 2.94230], [-0.87513, -0.82288, -1.63763], [-4.79963, 3.14643, 0.33810], [1.58437, -1.86961, 1.17254], [-4.97694, -3.14340, 0.65239], [-1.59290, 2.98347, 2.93276], [3.63665, -2.55315, -0.33960], [-0.40365, 3.79496, 0.52530], [6.69498, 0.11121, -3.22430], [-0.59350, -0.08182, 0.69270], [-2.78223, 0.13947, -3.39890], [7.31555, -1.90144, -0.00942], [5.03777, 0.04360, -3.33574], [-1.88790, -3.26314, 2.33791], [-4.35072, 1.68448, 0.93438], [-0.75471, -2.87806, 1.21793], [8.49559, -3.07052, 0.14697], [-2.21515, 0.05043, 1.07948], [-4.14721, -3.89050, 1.85572], [2.09027, -1.91628, -0.36936], [-0.59211, 2.59895, 1.68035], [0.27400, 0.49952, 2.93703], [-1.18515, 0.00628, -3.05878], [-6.02812, 5.00041, -0.77703], [-1.01051, 6.06044, -0.04370], [-4.13081, 1.77978, 2.07967], [6.70126, -1.79688, 0.99997], [-5.27871, 0.94896, 0.78591], [2.10166, 3.07642, 1.51211], [-3.39082, -0.78633, -3.02271], [-4.26439, -2.64366, -0.16431], [7.07679, 0.30917, -2.12698], [-5.73049, -3.84524, 0.07502], [2.99015, 1.30354, -0.93260], [-3.17408, 1.09011, -2.79276], [4.50235, 0.95113, -2.81661], [-0.17213, -1.70038, -1.95358], [4.80583, 0.06193, -4.50257], [-2.42775, 1.85555, -0.46612], [-3.88588, 3.66998, -0.20340], [-0.64799, 1.05748, -3.01182], [7.01637, 1.04284, -3.86800], [-2.77839, -0.99939, 1.00232], [0.24136, 3.67615, -0.44336], [-1.33515, -2.87441, 0.17371], [1.44250, -2.74792, -0.92778], [-3.58542, 0.33554, -0.73457], [-1.06948, -0.54682, -5.04374], [-0.04055, -3.82992, 1.14130], [9.54669, -2.61993, 0.43791], [-2.47033, -2.33083, 2.74023], [-7.30877, 4.25740, -1.67159], [-5.13443, 3.80319, 1.26623], [-5.94277, 1.99127, -1.29779], [-2.39983, 0.42742, 2.17044], [2.06617, -0.87444, -0.93161], [-2.97902, 0.40725, -4.54170], [7.17855, -0.87234, -3.67193], [-1.80723, 2.19373, 3.77416], [-1.30276, -3.78568, 3.23776], [2.24923, -1.10200, 1.80077], [1.85978, -2.92656, 1.65580], [2.96202, 0.91350, 1.45423], [3.61996, -3.65457, -0.75837], [-2.96311, 4.72984, 3.87845], [3.95381, -2.65837, 0.80622], [-5.61547, -2.24329, 1.09876], [8.65034, -3.68426, -0.86291], [8.13257, -3.84937, 0.96980], [7.85199, -0.86746, -0.23217], [-1.90326, -1.29659, -1.33485], [-7.02355, 2.71882, 0.07584]],
  "atomic_forces_ev_per_a": [[-0.0523, -0.8989, -0.5558], [1.7443, 1.9029, 0.5753], [2.8000, 1.0221, -3.1842], [-0.6692, -1.4907, -5.4591], [-2.9360, 2.2760, 0.7357], [-1.2012, -4.1209, -2.5669], [4.1520, 1.3628, -7.5025], [-1.4839, 0.9197, 0.0849], [-2.3854, 2.7269, 0.1664], [-0.9557, -2.2140, 1.9045], [1.3507, 0.1579, 3.5571], [2.6628, -5.9798, -0.5021], [-0.0769, -0.6090, 1.6697], [-0.5956, 4.6394, 1.5262], [-1.3224, -1.3051, 1.3048], [0.1809, -2.3748, 1.5240], [-1.1613, -0.6884, 0.3191], [1.0454, -0.0384, 1.1339], [-1.5082, 0.9394, 3.8937], [2.0322, -1.1392, -0.6329], [1.8407, -0.9932, -1.6822], [-1.2467, -0.1590, -2.8547], [-0.4341, -0.6204, 0.5875], [1.6131, 0.7569, 0.0044], [0.4282, 0.8511, -0.6100], [1.2052, 2.3156, -3.5219], [-0.6178, -0.6182, 0.7476], [-2.7445, 0.7325, 3.7220], [-0.4223, 0.4989, -0.1789], [-0.7499, 0.9045, 0.0026], [0.0738, 1.5517, 0.9183], [1.9450, -0.1874, 0.9419], [1.3150, 1.0640, -1.4123], [1.6711, -0.4061, 0.7932], [-0.1564, 0.0291, -0.7602], [-1.8382, -0.7197, -0.3864], [-0.4498, -0.4828, 0.0045], [-0.9049, -0.4147, -0.6823], [-3.3841, -1.0196, 5.7830], [0.4155, -1.0951, -0.1736], [-2.6528, 4.3188, -0.6836], [0.0292, -2.6868, 0.5307], [-0.1906, -0.0995, -0.9085], [-0.7218, -0.8210, -0.9873], [-0.5534, -2.0320, 2.1570], [-0.2132, -0.2818, -2.1746], [1.2947, -0.2233, -2.1911], [2.0200, 1.5172, 0.5418], [-0.7567, -1.4776, 0.2351], [1.1943, 1.6281, -1.0250], [-1.3169, -1.3324, 1.8069], [-0.9194, -0.5463, -2.2207], [1.7515, 1.1518, 1.4642], [-0.8476, 0.4437, 0.3462], [0.6694, -2.0976, -1.3324], [1.2175, -1.7835, -0.9784], [-0.9153, 1.7920, 0.9359], [0.2139, -0.1969, 2.6674], [-1.1697, -1.5820, 1.2432], [-2.0110, -1.0474, 1.0072], [-1.2231, -2.0488, 0.1640], [-0.5510, -1.9077, 1.2028], [1.5677, 2.1355, 0.2168], [-1.2285, 0.0261, 2.0606], [1.3510, 0.3506, 2.2624], [1.2955, 2.1263, 1.0297], [1.4138, 1.6794, 1.5822], [1.0547, -0.3140, 2.1266], [-1.2554, 2.4872, 0.2733], [-2.3372, -0.8135, -0.4389], [0.9354, -1.8714, -0.8423], [1.8181, 0.5379, 0.3101], [0.7554, -1.1333, -2.0365], [-0.3147, 1.9590, 0.9306], [0.7466, -0.7291, -1.9321], [-0.1747, -2.2380, 1.3011], [0.5110, -0.8594, 2.4703], [-1.1062, 2.1130, 0.9834], [0.4001, 1.9020, -1.7414], [-1.5305, 1.2802, -1.8159], [-1.2110, -1.5635, -1.6251], [-1.0724, 2.2849, -0.9596], [-0.9116, 0.2329, 0.5220], [0.2340, 2.3684, 0.5854], [1.7191, -0.4909, -2.4307], [-0.3264, 0.3899, -2.5418], [1.4531, -2.2169, -0.6020], [-0.5207, 1.5586, 2.1306], [0.9740, 1.6828, -1.7611], [-1.4066, -2.1261, 0.3218], [1.9166, 1.0723, -0.0223], [1.7232, 0.4057, -1.3920]]
}

***

{
  "formula": "C28H49Cl5CrFO7",
  "method": "ωB97M-V/def2-TZVPD",
  "multiplicity": 4,
  "s2": 3.826,
  "charge": 0,
  "largest_force_ev_per_a": 2.92,
  "orbital_gap_ha": [0.271, 0.317],
  "mol_weight_g_mol": 745.95,
  "elements": ["Cr", "Cl", "Cl", "Cl", "Cl", "Cl", "F", "O", "O", "O", "O", "O", "O", "O", "C", "C", "C", "C", "C", "C", "C", "C", "C", "C", "C", "C", "C", "C", "C", "C", "C", "C", "C", "C", "C", "C", "C", "C", "C", "C", "C", "C", "H", "H", "H", "H", "H", "H", "H", "H", "H", "H", "H", "H", "H", "H", "H", "H", "H", "H", "H", "H", "H", "H", "H", "H", "H", "H", "H", "H", "H", "H", "H", "H", "H", "H", "H", "H", "H", "H", "H", "H", "H", "H", "H", "H", "H", "H", "H", "H", "H"],
  "positions_angstrom": [[-0.34372, 0.40355, 0.45839], [-0.08260, 2.73781, 0.00996], [-2.33123, 3.18875, -3.03949], [-2.70903, 0.11015, 1.12727], [-0.38850, -0.70279, -1.64503], [-0.46422, 5.03034, -4.47062], [2.93279, 2.44426, -3.91241], [-4.71940, -3.88716, -2.90939], [2.59651, 2.84187, 2.87986], [0.23615, -1.66080, 1.36618], [1.81811, 0.27966, 0.47574], [-7.39224, 2.98170, -1.45093], [-1.74614, -5.24870, -0.25307], [0.16440, 0.73455, 2.51869], [-5.83221, 1.50005, -2.49163], [1.96849, 5.18388, 2.71155], [-2.54715, -3.11769, -3.45957], [-0.70309, 3.51280, -3.61379], [4.39301, 4.38343, 2.61997], [-5.25634, 3.01781, -0.52260], [-0.59738, 1.99373, 4.36905], [-3.95795, -2.93460, -2.91254], [2.93971, 3.99138, 2.79250], [3.21852, 0.12266, -3.64689], [1.30943, 0.26660, 4.56131], [-3.33288, -3.69168, 0.59975], [-3.66671, -6.35540, 0.53226], [3.87257, -0.98776, 0.64089], [0.62488, -2.73682, 1.83987], [3.79989, 1.59416, 0.47620], [-2.85564, -5.09160, 0.21960], [0.51640, -3.06799, 3.27861], [1.21685, -3.84519, 0.95545], [4.04453, -0.97728, -3.30732], [3.72282, 1.44075, -3.59315], [5.84585, 0.61640, -2.82008], [0.27539, 0.97428, 3.71434], [5.02745, 1.70197, -3.20830], [5.30846, -0.67957, -2.87807], [-6.26134, 2.55317, -1.53704], [3.06589, 0.25608, 0.48676], [-4.32323, -1.56814, -2.23992], [-4.66107, -6.23666, 0.10187], [-5.76094, 0.50883, -2.04387], [3.13728, 2.45020, 0.34873], [-6.59932, 1.40668, -3.26034], [-0.49770, -2.96013, 3.66338], [2.46607, 6.10139, 2.39741], [-4.06327, -0.69496, -2.83832], [1.18621, 4.97387, 1.98214], [-4.50242, 3.52838, -1.12179], [-1.50161, 2.25146, 3.81765], [4.50077, 1.65575, -0.35632], [2.21160, -4.07315, 1.33833], [-2.64358, -2.93220, 0.23074], [-3.75425, -6.60854, 1.58884], [1.25051, -2.45497, 3.80148], [-4.81985, 2.10863, -0.10914], [4.79609, -1.01304, 0.06245], [6.84907, 0.71723, -2.43306], [-3.21679, -7.17608, -0.02646], [-3.94436, -1.40423, -1.23112], [1.46327, 5.32354, 3.66725], [-5.40286, -1.51931, -2.09804], [0.91379, -0.13015, 5.49627], [-1.89869, -3.72197, -2.82519], [4.59850, 4.68796, 3.64619], [-4.91307, 1.73052, -3.03032], [4.11595, -1.00842, 1.70317], [-4.28496, -3.62221, 0.07362], [-5.76169, 3.63027, 0.22415], [4.46957, 5.19010, 1.89091], [5.46043, 2.68867, -3.28141], [-0.03220, 3.47743, -2.75546], [-0.88401, 1.67855, 5.37235], [-2.60270, -3.78409, -4.32033], [2.16970, 0.89595, 4.78920], [0.59058, -4.73029, 0.84370], [4.99104, 3.49941, 2.39869], [-2.11886, -2.16106, -3.75877], [1.24404, -3.30047, 0.01172], [-0.44004, 2.74011, -4.33619], [4.29728, 1.76553, 1.43084], [3.67726, -1.98911, -3.39509], [3.25752, -1.87635, 0.49877], [-3.42394, -3.66695, 1.68566], [0.02310, 2.88403, 4.47134], [0.78512, -4.12235, 3.34373], [1.82315, -0.53808, 4.03531], [5.90349, -1.52685, -2.57075], [2.15967, 0.04856, -3.84629]],
  "atomic_forces_ev_per_a": [[-0.0381, -0.1784, 0.1881], [-0.3609, -1.3470, 0.1416], [-0.1951, 0.2044, -0.0590], [1.6798, 0.2468, -0.5797], [-0.0615, 0.8842, 1.1230], [-0.2176, 0.4102, 0.0330], [-0.7000, 0.7937, -0.3015], [0.1738, 0.9870, 0.0492], [-0.4454, -0.3033, 0.7190], [0.4199, -1.7490, 0.7056], [2.2257, -0.6695, -0.2796], [-0.2385, -0.2737, -0.7967], [-0.0963, 0.1609, -0.2023], [0.2256, 0.0296, 0.6079], [-0.6135, -0.3119, -1.4224], [-0.0320, -0.5932, 0.0913], [-0.4862, -0.0128, -0.7610], [0.6935, -0.7519, -0.0995], [-0.8039, -0.6718, 0.5382], [-0.0765, -0.5367, -0.7466], [-0.1005, 0.0503, 0.3866], [0.3617, -0.2171, 1.2315], [-0.0493, 1.0872, -1.4581], [0.3625, 0.5337, 0.4769], [0.7004, -0.3157, -0.2294], [-0.0601, -1.3503, -0.7496], [-0.3599, 0.5280, -0.9811], [-0.6077, -0.4149, 0.3730], [-1.2294, 0.6183, -1.4464], [-0.2166, -0.0083, -0.3840], [1.2722, -0.2935, 0.8204], [0.1444, -0.6170, 0.1106], [-0.3252, 2.1022, -0.3051], [-1.4429, 1.9899, -0.6228], [0.7603, -2.1794, 0.4016], [-1.5638, -0.3105, -0.2414], [-0.3496, -0.1225, -0.9587], [1.1121, -0.8381, 0.0729], [1.2689, -0.2411, 0.4142], [-0.4961, 0.4433, 1.6520], [-2.1994, 1.9213, -0.1123], [-0.7247, -0.6452, -0.6065], [-0.2698, 0.0493, 0.2755], [0.1856, 0.3452, 0.3503], [-0.4346, -0.4300, 0.0039], [-0.1345, 0.0268, -0.0165], [0.1148, 0.4299, 0.0190], [0.0401, -0.0695, 0.2710], [0.3982, -0.2271, -0.0974], [0.0029, -0.2736, -0.0448], [0.3577, 0.2832, 0.5127], [0.2715, -0.2074, -0.2915], [0.3226, -0.3529, 0.1106], [0.0225, -0.2557, -0.1157], [0.0155, -0.1220, 0.1287], [0.0805, 0.2632, 0.0042], [-0.2469, -0.1185, 0.3388], [0.3605, 0.1862, 0.3041], [-0.1813, 0.1457, -0.0070], [0.0620, 0.3616, -0.2019], [0.2006, 0.0357, 0.2758], [0.6718, -0.3210, -0.1091], [0.0756, 0.1013, 0.0815], [-0.1409, -0.3488, -0.2294], [-0.1669, 0.1910, -0.0328], [-0.0523, 0.5639, 0.6944], [0.6866, 0.5644, -0.0666], [0.2434, 0.0234, 0.3662], [0.3781, 0.0871, 0.2008], [-0.3436, 0.5372, 0.4537], [0.3443, 0.0350, -0.1397], [0.3542, -0.0568, 0.2686], [-0.2495, 0.2086, 0.1834], [-0.1767, 0.0571, -0.1102], [0.1075, -0.0111, 0.0624], [-0.3124, 0.2159, -0.3466], [-0.3551, 0.6626, 0.2007], [-0.0673, 0.0961, 0.3081], [0.0717, 0.2759, -0.1006], [0.3067, -0.1844, 0.2619], [0.4150, -0.6246, -0.4495], [-0.1015, -0.0016, 0.2872], [0.2281, -0.3826, -0.1038], [-0.0305, 0.0041, 0.1512], [0.0507, 0.0896, -0.4014], [-0.3543, 0.2553, -0.0452], [0.0321, 0.1745, 0.0530], [0.0905, 0.0702, 0.4967], [-0.5334, -0.0806, -0.3327], [0.4110, 0.0402, 0.0444], [-0.0616, -0.3500, -0.2596]]
}